Record 1
ORCA calculation (ωB97M-V/def2-TZVPD) on a 7-piece molecular cluster, C25H22Cl18IN3O2 overall in a non-equilibrium geometry.

```
71
Properties=species:S:1:pos:R:3:lowdin_charge:R:1
N 4.968 -0.162 1.548 0.15
C 5.217 1.061 2.212 -0.51
O 6.298 1.600 2.061 0.05
C 4.120 1.611 3.136 -0.09
C 3.542 2.998 2.702 -0.12
C 3.890 3.384 1.250 -0.19
C 4.740 4.416 0.980 -0.01
C 5.009 4.723 -0.409 -0.06
C 4.477 3.997 -1.430 -0.02
C 3.579 2.906 -1.169 -0.19
N 3.085 2.224 -2.250 0.22
C 2.275 1.263 -1.850 -0.16
C 1.665 0.387 -2.933 -0.18
C 2.094 -0.948 -2.983 -0.05
C 1.579 -1.849 -3.908 -0.12
C 0.613 -1.383 -4.814 -0.22
C 0.223 -0.050 -4.786 -0.07
C 0.731 0.862 -3.851 -0.01
C 1.909 0.974 -0.487 -0.18
C 0.917 -0.139 -0.120 -0.11
C 1.077 -0.489 1.387 -0.82
O 1.986 -1.181 1.729 0.01
I -0.417 0.295 2.733 0.85
N 2.409 1.649 0.527 0.19
C 3.285 2.636 0.179 -0.16
H 3.958 -0.246 1.444 0.04
H 5.394 -0.162 0.626 0.10
H 3.324 0.848 3.200 0.10
H 4.571 1.694 4.140 0.12
H 2.447 2.994 2.766 0.06
H 4.010 3.760 3.343 0.11
H 5.195 5.004 1.777 0.12
H 5.694 5.558 -0.591 0.11
H 4.762 4.290 -2.443 0.11
H 2.851 -1.281 -2.265 0.13
H 1.948 -2.877 -3.867 0.10
H 0.204 -2.088 -5.526 0.03
H -0.508 0.262 -5.539 0.11
H 0.409 1.906 -3.845 0.12
H -0.095 0.279 -0.258 0.11
H 1.087 -1.069 -0.673 0.11
Cl -1.239 -6.393 -4.857 0.54
C -1.929 -4.911 -4.190 -1.51
Cl -0.779 -3.568 -4.319 0.69
Cl -3.445 -4.509 -5.007 0.57
H -2.143 -5.079 -3.139 -0.06
Cl -5.184 -2.487 4.919 0.53
C -4.194 -1.613 3.748 -1.54
Cl -4.476 -2.226 2.115 0.49
Cl -4.522 0.120 3.830 0.48
H -3.152 -1.774 3.995 0.00
Cl -6.159 1.163 6.434 0.50
C -6.073 2.911 6.654 -1.55
Cl -6.496 3.747 5.156 0.52
Cl -7.124 3.430 7.975 0.52
H -5.054 3.171 6.910 0.01
Cl -4.742 -8.678 -1.071 0.55
C -3.718 -7.771 -2.184 -1.49
Cl -4.048 -8.234 -3.854 0.53
Cl -3.950 -6.030 -1.962 0.58
H -2.683 -8.007 -1.964 0.02
Cl -1.803 3.506 3.109 0.45
C -1.255 4.804 2.041 -1.54
Cl -1.602 6.383 2.750 0.53
Cl 0.465 4.648 1.685 0.56
H -1.800 4.724 1.108 0.01
Cl -6.059 -2.014 -3.286 0.54
C -5.537 -3.474 -2.442 -1.61
Cl -4.921 -3.077 -0.832 0.49
Cl -6.858 -4.638 -2.334 0.53
H -4.733 -3.925 -3.011 -0.13
```

As for the charge: 0. The calculation puts the frontier orbital gap at 8.52 eV. The spin multiplicity is 1. The SMILES is NC(=O)CCc1cccc2nc(-c3ccccc3)c(CC(=O)I)nc12.ClC(Cl)Cl.ClC(Cl)Cl.ClC(Cl)Cl.ClC(Cl)Cl.ClC(Cl)Cl.ClC(Cl)Cl. The total energy is -9861.7251 hartree. The relative energy (zero: lowest compared OMol25 entry of this formula, charge and spin) is 65.5 kJ/mol.



Record 2
ORCA calculation (ωB97M-V/def2-TZVPD) on a single C25H22F3N3O2S molecule in a non-equilibrium geometry.

```
56
Properties=species:S:1:pos:R:3:nbo_charge:R:1
O -4.528 -0.857 2.317 -0.94
S -4.206 -0.579 0.951 2.34
O -5.207 -0.060 0.071 -0.93
C -2.824 0.585 0.936 -0.33
C -1.947 0.634 2.003 -0.18
C -0.844 1.472 1.945 -0.21
C -0.626 2.255 0.822 -0.18
C -1.530 2.214 -0.230 -0.08
C -1.322 3.041 -1.470 0.96
F -0.258 3.848 -1.395 -0.32
F -2.378 3.820 -1.747 -0.32
F -1.136 2.262 -2.553 -0.32
C -2.640 1.379 -0.178 -0.19
N -3.653 -1.988 0.283 -0.68
C -2.835 -2.863 1.085 -0.23
C -1.343 -2.602 0.878 -0.41
C -0.980 -2.685 -0.607 -0.28
C 0.457 -2.334 -0.821 0.23
C 1.382 -1.713 -0.013 -0.39
C 2.559 -1.619 -0.791 0.18
C 3.875 -1.121 -0.402 -0.08
C 4.980 -1.833 -0.813 -0.17
C 6.270 -1.468 -0.416 -0.21
C 6.455 -0.393 0.408 -0.18
C 5.357 0.386 0.826 -0.07
C 5.540 1.518 1.649 -0.17
C 4.481 2.296 2.019 -0.22
C 3.193 1.986 1.560 -0.22
C 2.980 0.891 0.769 -0.21
C 4.045 0.040 0.402 0.02
N 2.354 -2.153 -1.988 -0.27
N 1.092 -2.569 -1.994 -0.35
C -1.875 -1.727 -1.413 -0.40
C -3.353 -2.003 -1.127 -0.23
H -2.150 0.024 2.870 0.25
H -0.149 1.512 2.769 0.23
H 0.235 2.903 0.761 0.24
H -3.362 1.347 -0.979 0.26
H -3.127 -2.701 2.122 0.24
H -3.076 -3.896 0.810 0.20
H -1.096 -1.606 1.248 0.21
H -0.762 -3.332 1.443 0.22
H -1.158 -3.709 -0.961 0.21
H 1.264 -1.412 1.007 0.23
H 4.833 -2.697 -1.444 0.22
H 7.113 -2.053 -0.751 0.21
H 7.444 -0.116 0.742 0.21
H 6.542 1.763 1.973 0.21
H 4.628 3.161 2.649 0.21
H 2.370 2.630 1.834 0.20
H 1.989 0.682 0.395 0.22
H 0.714 -3.000 -2.822 0.41
H -1.625 -0.700 -1.143 0.21
H -1.690 -1.845 -2.482 0.21
H -3.996 -1.257 -1.595 0.24
H -3.626 -2.991 -1.518 0.20
```

As for the charge: 0. The calculation puts the frontier orbital gap at 8.24 eV. The spin multiplicity is 1. The SMILES is O=S(=O)(c1cccc(C(F)(F)F)c1)N1CCC(c2cc(-c3cccc4ccccc34)n[nH]2)CC1. The total energy is -1978.4372 hartree. The relative energy (zero: lowest compared OMol25 entry of this formula, charge and spin) is 0.0 kJ/mol.



Record 3
ORCA calculation (ωB97M-V/def2-TZVPD) on C25H22F5IrN3O8P as an isolated structure in a non-equilibrium geometry.

```
65
Properties=species:S:1:pos:R:3:mulliken_spin:R:1
Ir 0.219 -0.524 0.089 0.76
C 3.717 -2.112 4.005 0.01
C 2.465 -2.116 3.394 0.00
C 2.340 -1.723 2.086 0.02
C 3.454 -1.313 1.332 -0.01
C 4.721 -1.330 1.965 0.01
C 4.839 -1.718 3.280 0.00
C 3.342 -0.944 -0.034 0.01
C 2.212 -0.719 -0.792 0.09
C 2.310 -0.465 -2.199 -0.06
C 3.541 -0.217 -2.864 0.01
C 3.598 -0.078 -4.229 0.00
C 2.442 -0.156 -5.006 0.01
C 1.214 -0.339 -4.378 0.01
C 1.150 -0.489 -3.012 0.00
H 3.813 -2.424 5.034 0.00
H 1.595 -2.437 3.941 0.00
H 1.374 -1.763 1.582 0.01
H 5.595 -1.022 1.410 0.00
H 5.805 -1.727 3.761 0.00
H 4.307 -0.853 -0.528 -0.01
H 4.457 -0.105 -2.305 0.00
H 4.550 0.091 -4.710 0.00
H 2.499 -0.072 -6.081 0.00
H 0.298 -0.386 -4.946 0.00
H 0.182 -0.661 -2.567 0.03
F -0.166 -2.918 -1.673 0.00
C -0.819 -2.411 -0.587 -0.06
F -2.082 -2.123 -1.001 -0.01
C -0.965 -3.560 0.435 0.01
F -1.856 -3.232 1.381 0.00
F 0.193 -3.804 1.065 0.00
F -1.363 -4.698 -0.117 0.00
C -3.272 -0.023 1.922 0.00
P -1.816 -0.291 2.978 0.01
C -2.217 -1.593 4.188 0.01
C -1.424 1.234 3.884 0.00
O -0.611 -0.728 2.170 0.06
H -4.178 0.010 2.518 0.00
H -3.332 -0.838 1.204 0.00
H -3.156 0.918 1.387 0.00
H -2.992 -1.236 4.858 0.00
H -1.326 -1.830 4.762 0.00
H -2.554 -2.486 3.669 0.00
H -2.278 1.556 4.472 0.00
H -1.135 2.020 3.183 0.00
H -0.582 1.029 4.544 0.00
O -2.677 6.330 -1.718 0.00
N -3.100 5.431 -2.404 0.00
O -3.875 5.533 -3.321 0.00
C -2.621 4.094 -2.097 0.00
C -3.011 3.037 -2.915 0.00
C -2.533 1.773 -2.658 0.00
C -1.665 1.500 -1.560 0.02
O -1.383 0.312 -1.233 0.09
C -1.242 2.638 -0.791 -0.01
C -1.756 3.901 -1.026 0.00
N -0.327 2.404 0.247 0.00
O 0.631 1.574 0.025 -0.01
O -0.446 2.975 1.335 0.00
N -2.896 0.656 -3.516 0.00
O -2.032 -0.149 -3.757 0.00
O -4.026 0.643 -3.930 0.00
H -3.683 3.213 -3.744 0.00
H -1.465 4.739 -0.405 0.00
```

As for the charge: +1. The calculation puts the frontier orbital gap (spin up / spin down) at 4.53 / 4.61 eV. The spin multiplicity is 2. The total energy is -2676.4453 hartree. As for the expectation value of S²: 0.77.



Record 4
ORCA calculation (ωB97M-V/def2-TZVPD) on C25H22F5IrN3O8P as an isolated structure.

```
65
Properties=species:S:1:pos:R:3:mulliken_spin:R:1
Ir 0.642 -0.472 0.014 1.99
C -4.924 -0.812 1.365 0.14
C -3.918 -0.380 0.497 -0.04
C -2.604 -0.500 0.872 0.01
C -2.249 -1.049 2.124 0.08
C -3.291 -1.466 2.990 0.11
C -4.607 -1.355 2.610 -0.03
C -0.922 -1.178 2.596 0.12
C 0.311 -0.993 1.960 0.34
C 1.502 -1.050 2.777 0.04
C 1.444 -0.694 4.146 0.11
C 2.578 -0.707 4.924 -0.03
C 3.796 -1.099 4.373 0.12
C 3.880 -1.448 3.029 -0.03
C 2.757 -1.402 2.232 0.09
H -5.960 -0.722 1.068 0.00
H -4.173 0.042 -0.466 0.01
H -1.833 -0.163 0.195 0.25
H -3.036 -1.880 3.957 0.00
H -5.395 -1.682 3.274 0.00
H -0.855 -1.527 3.621 -0.02
H 0.511 -0.354 4.575 0.00
H 2.523 -0.409 5.962 0.00
H 4.683 -1.122 4.992 0.00
H 4.828 -1.752 2.608 0.00
H 2.838 -1.674 1.190 0.02
F 0.495 -2.265 -2.188 0.01
C 0.017 -2.235 -0.921 0.09
F -1.330 -2.312 -1.006 0.01
C 0.493 -3.547 -0.254 -0.01
F -0.071 -3.691 0.949 0.00
F 1.825 -3.515 -0.092 0.00
F 0.184 -4.600 -0.995 0.01
C 2.468 -0.391 -3.612 -0.01
P 3.169 0.189 -2.084 0.01
C 4.919 -0.162 -2.086 0.01
C 2.938 1.957 -1.991 0.00
O 2.564 -0.502 -0.844 0.16
H 2.950 0.113 -4.451 0.00
H 1.399 -0.180 -3.631 0.00
H 2.626 -1.466 -3.696 0.00
H 5.403 0.355 -2.916 0.00
H 5.073 -1.235 -2.192 0.00
H 5.356 0.178 -1.147 0.00
H 3.274 2.428 -2.915 0.00
H 3.499 2.362 -1.149 0.00
H 1.879 2.163 -1.838 0.00
O -4.198 5.028 -0.539 0.00
N -4.112 4.350 -1.539 0.00
O -4.835 4.421 -2.510 0.00
C -3.057 3.318 -1.565 0.00
C -2.951 2.503 -2.676 0.06
C -1.960 1.547 -2.669 0.00
C -1.083 1.349 -1.597 0.08
O -0.231 0.320 -1.646 0.23
C -1.233 2.221 -0.490 -0.05
C -2.224 3.193 -0.474 0.09
N -0.443 2.055 0.659 0.32
O -0.672 2.586 1.757 0.48
O 0.775 1.479 0.438 0.21
N -1.850 0.674 -3.849 0.00
O -0.746 0.528 -4.334 0.00
O -2.878 0.192 -4.268 0.00
H -3.622 2.607 -3.516 0.00
H -2.336 3.833 0.389 0.00
```

As for the charge: +1. The calculation puts the frontier orbital gap (spin up / spin down) at 6.50 / 5.63 eV. The spin multiplicity is 6. The total energy is -2676.4575 hartree. As for the expectation value of S²: 8.81.



Record 5
ORCA calculation (ωB97M-V/def2-TZVPD) on C25H22FeO4 as an isolated structure in a non-equilibrium geometry.

```
52
Properties=species:S:1:pos:R:3:mulliken_spin:R:1
C -3.004 -1.949 0.225 0.05
C -1.966 -1.368 1.054 0.76
C -0.760 -0.882 0.320 -0.05
Fe 1.279 -2.026 -2.606 2.72
C 1.379 -0.238 -2.172 0.04
O 1.399 0.936 -2.196 0.01
C -0.526 -1.907 -3.110 0.01
O -1.592 -1.714 -3.542 0.03
C 2.616 -2.629 -1.269 0.06
C 3.134 -2.633 -2.610 0.01
C 2.296 -3.511 -3.406 -0.02
C 1.265 -4.026 -2.539 0.08
C 1.486 -3.491 -1.224 0.04
H -3.656 -2.559 0.852 0.01
H -3.597 -1.189 -0.307 0.03
H -2.555 -2.617 -0.534 0.04
H -1.708 -1.828 2.023 0.00
H -0.755 -1.130 -0.756 0.02
H 0.144 -1.337 0.757 0.05
H 3.041 -2.123 -0.407 0.00
H 4.017 -2.111 -2.959 0.00
H 2.451 -3.771 -4.446 0.00
H 0.483 -4.726 -2.797 0.00
H 0.947 -3.776 -0.316 0.01
C 1.736 0.037 5.069 0.00
C 2.091 0.753 3.926 0.00
C 1.151 0.953 2.911 0.00
C -0.155 0.445 3.039 0.01
C -1.204 0.843 2.020 -0.04
C -0.732 0.607 0.557 0.13
C -1.652 1.344 -0.413 -0.03
C -1.174 2.655 -0.955 -0.01
C 0.054 3.255 -0.622 0.00
C 0.473 4.400 -1.291 0.00
C -0.354 4.976 -2.267 0.00
C -1.604 4.412 -2.551 0.00
C -2.021 3.263 -1.895 0.00
O -2.719 0.856 -0.767 0.01
O -2.277 1.304 2.308 0.03
C -0.515 -0.259 4.195 -0.01
C 0.440 -0.479 5.192 0.00
H 2.471 -0.138 5.852 0.00
H 3.091 1.172 3.816 0.00
H 1.391 1.581 2.054 0.00
H 0.289 0.988 0.371 0.02
H 0.661 2.854 0.186 0.00
H 1.434 4.831 -1.032 0.00
H -0.020 5.866 -2.785 0.00
H -2.268 4.866 -3.282 0.00
H -3.008 2.827 -2.074 0.00
H -1.559 -0.563 4.317 0.00
H 0.162 -1.040 6.083 0.00
```

As for the charge: 0. The calculation puts the frontier orbital gap (spin up / spin down) at 6.37 / 7.79 eV. The spin multiplicity is 5. The total energy is -2530.3257 hartree. The relative energy (zero: lowest compared OMol25 entry of this formula, charge and spin) is 0.0 kJ/mol. As for the expectation value of S²: 6.07.



Record 6
ORCA calculation (ωB97M-V/def2-TZVPD) on C25H22GaN7O3S2 as an isolated structure in a non-equilibrium geometry.

```
60
Properties=species:S:1:pos:R:3:nbo_charge:R:1
Ga 0.618 -1.368 -0.829 1.57
S 2.043 -1.546 0.950 -0.29
C 0.644 -1.918 1.997 0.17
N 0.654 -1.629 3.324 -0.06
N 1.587 -0.935 3.780 -0.14
C 1.647 -0.478 5.087 0.13
C 2.625 0.480 5.384 -0.18
C 2.660 1.037 6.643 -0.20
C 1.747 0.619 7.609 -0.11
C 0.783 -0.344 7.311 -0.19
C 0.726 -0.901 6.054 -0.18
N -0.448 -2.500 1.602 -0.16
N -0.619 -2.590 0.296 -0.44
C -1.469 -3.436 -0.247 0.35
C -2.084 -4.512 0.427 -0.24
C -2.699 -5.488 -0.296 -0.04
C -2.746 -5.466 -1.735 -0.22
C -2.269 -4.423 -2.425 -0.11
C -1.662 -3.264 -1.722 -0.27
H 2.337 -0.641 3.137 0.42
H 3.321 0.800 4.616 0.23
H 3.390 1.798 6.877 0.25
H 1.785 1.052 8.599 0.25
H 0.076 -0.651 8.069 0.25
H -0.012 -1.649 5.798 0.25
H -2.001 -4.559 1.504 0.26
H -3.125 -6.335 0.227 0.25
H -3.173 -6.312 -2.257 0.26
H -2.294 -4.383 -3.505 0.25
H -2.305 -2.374 -1.865 0.34
C -0.903 6.439 -2.163 -0.64
C -0.997 4.955 -1.986 0.05
C -2.217 4.298 -2.151 -0.20
C -2.335 2.938 -1.930 -0.14
C -1.207 2.230 -1.539 -0.42
C 0.030 2.849 -1.391 -0.12
C 0.125 4.209 -1.617 -0.22
S -1.304 0.511 -1.230 2.31
O -0.313 0.243 -0.115 -1.02
O -2.610 0.004 -0.964 -0.90
N -0.693 -0.332 -2.451 -0.99
C 0.519 0.055 -2.999 0.38
C 0.683 0.899 -4.093 -0.24
C 1.961 1.094 -4.581 -0.09
C 3.050 0.481 -3.960 -0.24
C 2.831 -0.305 -2.855 0.08
N 1.587 -0.511 -2.393 -0.63
H -1.498 6.776 -3.011 0.24
H 0.126 6.766 -2.294 0.23
H -1.301 6.934 -1.274 0.25
H -3.091 4.865 -2.445 0.24
H -3.283 2.427 -2.040 0.25
H 0.896 2.280 -1.080 0.22
H 1.080 4.701 -1.485 0.23
H -0.186 1.358 -4.541 0.26
H 2.113 1.719 -5.451 0.25
H 4.054 0.614 -4.335 0.26
H 3.631 -0.802 -2.322 0.23
O -0.138 -2.970 -3.427 -0.16
N -0.343 -2.807 -2.283 0.16
```

As for the charge: +2. The calculation puts the frontier orbital gap at 5.99 eV. The spin multiplicity is 1. The total energy is -4295.4132 hartree. The relative energy (zero: lowest compared OMol25 entry of this formula, charge and spin) is 0.0 kJ/mol.